{
  "formula": "C6H11N",
  "method": "ωB97M-V/def2-TZVPD",
  "species": ["H", "H", "H", "C", "C", "H", "C", "H", "N", "H", "H", "C", "C", "H", "H", "C", "H", "H"],
  "positions_angstrom": [[-1.62664, 1.51001, -0.98269], [0.96353, -1.26228, 1.07055], [-2.60629, -0.34748, 0.36180], [2.10399, 0.11142, -0.13856], [0.84729, -0.71467, 0.12754], [2.23428, 0.90771, 0.60331], [-0.50344, 0.83429, 1.46680], [-1.69888, -1.48658, -0.65720], [-0.55214, 1.31381, 2.51947], [0.72963, -1.46697, -0.66285], [2.08932, 0.57020, -1.13274], [-1.66692, -0.90168, 0.26825], [-0.68216, 0.96002, -1.03777], [0.12750, 1.67630, -1.19731], [2.98823, -0.53260, -0.09246], [-0.48125, 0.07372, 0.19838], [-0.73187, 0.29502, -1.90831], [-1.57722, -1.58152, 1.12010]],
  "atomic_forces_ev_per_a": [[0.1, -0.1, 0.0], [0.0, 0.0, -0.1], [0.1, -0.1, 0.0], [0.0, 0.1, 0.0], [0.0, -0.1, 0.0], [-0.1, -0.1, -0.1], [0.0, 0.4, 0.8], [0.0, 0.0, 0.2], [0.1, -0.3, -1.1], [0.0, 0.1, 0.1], [0.0, -0.1, 0.2], [-0.1, -0.1, 0.0], [0.0, 0.1, -0.1], [-0.1, -0.1, 0.1], [-0.1, 0.1, 0.0], [0.0, 0.0, 0.0], [0.0, 0.2, 0.1], [0.0, 0.1, -0.1]],
  "de_lowest_kcal_mol": 0.9,
  "gap_ev": 12.16,
  "lumo_energy_ev": 0.80,
  "smiles": "CCC(C)(C)C#N"
}